The following is a DFT calculation (wB97M-V/def2-TZVPD) of a 2-piece molecular cluster, C5H14N4O overall in a non-equilibrium geometry.

The geometry in XYZ format:
```
24
Properties=species:S:1:pos:R:3
C 1.05 0.24 -1.84
C 1.99 0.80 0.33
N 0.94 0.13 -0.40
C -1.48 1.86 1.08
N -1.54 1.30 -0.06
H 2.06 0.01 -2.19
H 0.37 -0.48 -2.29
H 2.85 0.15 0.50
H 1.66 1.15 1.31
H 2.35 1.65 -0.24
H 0.78 1.26 -2.14
H -0.91 1.46 1.91
H -2.08 2.76 1.20
C 0.89 -1.56 1.45
N -1.77 -0.24 -0.15
C 0.33 -1.11 0.11
N -2.68 -0.72 -1.09
O -0.04 -2.00 -0.68
H -1.83 -0.80 0.70
H -2.40 -0.33 -2.00
H -3.64 -0.44 -0.87
H 1.91 -1.92 1.33
H 0.91 -0.78 2.21
H 0.28 -2.38 1.82
```

Output
E ... -492.9873 a.u.
M ... 146.2 g/mol
Relative energy (zero: lowest compared OMol25 entry of this formula, charge and spin) ... 552.03 kJ/mol